Density functional theory data (wB97M-V/def2-TZVPD) for a cluster of 2 separate species, C5H10ClNO2 in total in a non-equilibrium geometry.

Cartesian coordinates (Å):
C (-0.13082, -2.38193, -0.66320)
O (0.59441, -1.16735, -0.63837)
C (0.04784, -0.33844, 0.33479)
C (0.39755, 0.95808, 0.41707)
C (1.27322, 1.65503, -0.58392)
C (-0.02134, 1.85498, 1.50626)
H (-1.07655, -2.21809, -1.06930)
H (-0.19362, -2.79867, 0.36816)
H (0.40670, -2.95052, -1.36598)
H (-0.56823, -0.81397, 1.02269)
H (1.14189, 2.73047, -0.47749)
H (1.36976, 1.32924, -1.60960)
H (2.39373, 1.50046, -0.18315)
H (-0.15311, 1.30968, 2.50339)
H (-1.03662, 2.28271, 1.19797)
H (0.71188, 2.69591, 1.78686)
O (-2.45253, 1.33747, -0.69701)
N (-2.27237, 0.42353, -1.36951)
Cl (-3.52381, -0.73798, -1.72750)

Results
calculated total energy	-861.77729	hartree
LUMO level	-0.740	eV
energy relative to the best compared isomer or geometry (same formula, charge and spin)	462.3	kJ/mol
SMILES	COC=C(C)C.O=NCl
2S+1	1

Density functional theory data (wB97M-V/def2-TZVPD) for a structure of composition C5H10ClNS in a non-equilibrium geometry.

Cartesian coordinates (Å):
C (3.01037, -1.44540, 0.15525)
C (0.68125, 0.58740, 0.70224)
C (1.28996, 1.78092, -0.01747)
C (-0.72490, 1.13203, 0.38789)
C (-1.84682, 0.47477, -0.38761)
H (3.75323, -0.69496, -0.75470)
H (3.16145, -1.16320, 1.33154)
H (3.15096, -2.56024, -0.14677)
H (0.91495, 0.41402, 1.78781)
H (2.11724, 2.57929, 0.71321)
H (2.07209, 1.33155, -0.82599)
H (-0.07238, 2.11879, -1.26934)
H (-1.10637, 1.54960, 1.37437)
H (-2.73157, 1.22488, -0.37582)
H (-1.49536, 0.15226, -1.27664)
N (-0.01682, 2.13992, -0.32871)
S (1.28786, -0.96970, -0.33048)
Cl (-2.63008, -1.15262, 0.11702)

Results
calculated total energy	-1109.45674	hartree
LUMO level	0.707	eV
energy relative to the best compared isomer or geometry (same formula, charge and spin)	466.7	kJ/mol
2S+1	1

Density functional theory data (wB97M-V/def2-TZVPD) for a structure of composition C5H10CoO8 in a non-equilibrium geometry.

Cartesian coordinates (Å):
Co (-0.62912, -0.30206, -1.10400)
C (-1.15884, -2.19856, -2.69902)
O (-1.71902, -2.98062, -3.44862)
O (-1.20284, -2.24410, -1.43118)
O (-0.73561, -1.03682, -3.02578)
C (-2.09772, 1.76438, -0.91214)
O (-2.51085, 0.60848, -0.67837)
O (-2.83688, 2.74772, -0.86327)
O (-0.93511, 1.72046, -1.28828)
C (0.16860, 0.72129, 2.85102)
C (-0.60128, -0.44543, 2.15299)
O (-0.00644, -0.70399, 0.89354)
H (0.53211, 1.46853, 2.14562)
H (1.01435, 0.33983, 3.42311)
H (-0.51864, 1.18093, 3.56134)
H (-1.62531, -0.15720, 1.91554)
H (-0.73486, -1.34688, 2.75101)
H (0.83321, -1.04807, 1.20688)
C (2.60939, 0.48161, -0.64940)
O (1.55595, -0.12237, -1.36023)
H (3.33839, -0.26079, -0.32457)
H (3.15109, 1.27905, -1.15808)
H (2.19063, 0.95063, 0.24098)
H (1.91880, -0.41604, -2.19910)

Results
<S²>	6.01
calculated total energy	-2181.23744	hartree
LUMO level (alpha / beta)	2.370 / 2.361	eV
total charge	-1
2S+1	5

Density functional theory data (wB97M-V/def2-TZVPD) for a structure of composition C5H10F2 in a non-equilibrium geometry.

Cartesian coordinates (Å):
C (0.11529, 0.74113, -1.15898)
C (1.12455, 0.48145, 1.02401)
C (-0.57501, -1.38415, 0.12620)
C (-1.63108, 0.95355, 0.94359)
C (-0.07977, 0.06601, 0.19801)
F (-1.85837, 0.28473, 2.11922)
F (-1.34180, 2.24927, 1.13136)
H (1.02488, 0.59549, -1.59736)
H (0.01963, 1.79224, -1.27457)
H (-0.59471, 0.47351, -1.86588)
H (1.21554, -0.32325, 1.81641)
H (0.91467, 1.37379, 1.39589)
H (2.12582, 0.51981, 0.39547)
H (0.28756, -2.07865, 0.02273)
H (-1.13796, -1.62559, 0.95761)
H (-0.96336, -1.49854, -0.80871)
H (-2.50069, 1.02887, 0.38083)

Results
calculated total energy	-396.15709	hartree
LUMO level	0.922	eV
energy relative to the best compared isomer or geometry (same formula, charge and spin)	265.2	kJ/mol
2S+1	1

Density functional theory data (wB97M-V/def2-TZVPD) for the molecule C5H10F2N2O2 in a non-equilibrium geometry.

Cartesian coordinates (Å):
N (1.07487, 1.35592, 0.76267)
C (1.11632, 0.25460, -0.12436)
C (0.30866, -0.84718, 0.54655)
C (-1.14495, -0.59513, 0.80113)
C (-1.90485, -0.01994, -0.33180)
N (-3.29005, 0.10387, -0.05427)
F (-1.63536, -0.75096, -1.38920)
F (-1.35312, 1.24330, -0.57916)
C (2.68454, -0.22932, -0.39355)
O (3.14376, -1.33085, -0.14873)
O (3.44832, 0.77189, -0.81862)
H (0.12544, 1.71118, 0.79715)
H (1.77162, 2.04768, 0.33533)
H (0.73044, 0.42271, -1.09911)
H (0.92905, -0.88596, 1.35557)
H (0.18236, -1.80490, -0.04747)
H (-1.68787, -1.72408, 0.91956)
H (-1.33757, -0.00489, 1.79425)
H (-3.69126, 0.85801, -0.72664)
H (-3.71020, -0.96217, -0.51090)
H (4.23984, 0.38622, -1.08838)

Results
calculated total energy	-656.19649	hartree
LUMO level	0.639	eV
SMILES	N[C@H](CCC(N)(F)F)C(=O)O
2S+1	1

Density functional theory data (wB97M-V/def2-TZVPD) for a cluster of 2 separate species, C5H10F3N4 in total in a non-equilibrium geometry.

Cartesian coordinates (Å):
C (0.27608, 1.24665, -1.63320)
C (2.28310, -2.22968, -0.19654)
C (-1.05657, 2.25802, 0.58473)
C (-2.10072, 0.07201, 0.33606)
C (1.21160, -2.11774, 0.86260)
N (1.79030, -1.14838, -2.27535)
N (1.99876, -1.66133, -1.30427)
N (-0.08149, 0.38504, -0.82946)
N (-0.82651, 0.85716, 0.28047)
F (1.21520, -0.99711, 1.57930)
F (-0.04104, -2.26038, 0.44498)
F (1.46372, -3.06103, 1.83305)
H (0.22282, 2.33061, -1.42084)
H (0.82973, 1.00502, -2.55416)
H (3.27882, -2.62382, 0.01487)
H (-1.51177, 2.67863, -0.42736)
H (-1.52176, 2.33180, 1.60735)
H (-0.01846, 2.69273, 0.84033)
H (-2.61840, 0.41680, -0.55128)
H (-1.82140, -1.03542, 0.43114)
H (-2.71258, 0.39568, 1.28732)
H (-0.25944, 0.46475, 1.09025)

Results
calculated total energy	-714.74901	hartree
LUMO level	-3.450	eV
total charge	+1
energy relative to the best compared isomer or geometry (same formula, charge and spin)	0.0	kJ/mol
2S+1	1

Density functional theory data (wB97M-V/def2-TZVPD) for the molecule C5H10F3O5PS in a non-equilibrium geometry.

Cartesian coordinates (Å):
C (1.62695, -0.52741, 2.95540)
O (0.79406, 0.02380, 1.92686)
P (0.89974, -0.63815, 0.51791)
O (2.27575, -0.78530, 0.04052)
O (0.07861, -1.97686, 0.60002)
C (-1.22640, -2.01489, 1.09571)
C (-0.22334, 0.58224, -0.31510)
C (0.79348, 2.01901, -0.54978)
F (1.50983, 2.18005, 0.57520)
F (1.55884, 1.94927, -1.58502)
F (0.08836, 3.13567, -0.65817)
S (-0.80905, -0.19331, -1.84870)
C (-1.28900, 1.11561, -3.02909)
O (0.17592, -1.03093, -2.45471)
O (-2.03430, -0.73823, -1.41842)
H (1.27315, -1.43789, 3.31276)
H (1.87318, 0.21999, 3.58463)
H (2.65091, -0.79544, 2.58621)
H (-1.12248, -1.52400, 1.99154)
H (-1.45750, -3.04098, 1.35993)
H (-2.10411, -1.63367, 0.56465)
H (-1.01171, 0.95278, 0.31312)
H (-0.43243, 1.62778, -3.44357)
H (-2.01974, 0.85325, -3.86367)
H (-1.86871, 1.67762, -2.25826)

Results
calculated total energy	-1611.85594	hartree
LUMO level	0.513	eV
energy relative to the best compared isomer or geometry (same formula, charge and spin)	0.0	kJ/mol
SMILES	COP(=O)(OC)[C@@H](C(F)(F)F)S(C)(=O)=O
2S+1	1

Density functional theory data (wB97M-V/def2-TZVPD) for the ion C5H10FN2 with charge +1 in a non-equilibrium geometry.

Cartesian coordinates (Å):
C (1.19186, 0.87233, -1.17383)
N (-0.15064, 0.81673, -0.55987)
C (-0.33696, -0.18025, 0.65154)
C (-0.87005, -1.51420, 0.21026)
C (-1.30770, 0.54587, 1.50899)
F (-2.61681, 0.42741, 1.16894)
C (-0.96912, 1.19664, 2.93595)
N (-0.86861, 1.96764, 1.96809)
H (1.04728, 1.46744, -2.21581)
H (1.90528, 1.47293, -0.47973)
H (1.46271, -0.14240, -1.40052)
H (-0.30442, 1.75485, -0.22280)
H (-0.76172, 0.48562, -1.41733)
H (0.70082, -0.19596, 1.12276)
H (-1.89618, -1.60566, -0.24116)
H (-0.24983, -1.92517, -0.58507)
H (-0.91598, -2.20484, 1.07700)
H (-1.16842, 0.96781, 3.95440)

Results
calculated total energy	-405.52801	hartree
LUMO level	-3.297	eV
total charge	+1
energy relative to the best compared isomer or geometry (same formula, charge and spin)	349.2	kJ/mol
SMILES	C[NH2+][C@H](C)[C@@]1(F)C=N1
2S+1	1

Density functional theory data (wB97M-V/def2-TZVPD) for the ion C5H10FN2S with charge +1 in a non-equilibrium geometry.

Cartesian coordinates (Å):
N (-3.15218, 0.78031, 0.51531)
N (-1.90531, 0.12138, 0.46428)
C (-1.62775, -0.93255, 1.14239)
S (-0.03581, -1.51268, 0.93828)
C (0.45971, 0.08047, 0.12031)
C (1.51481, -0.21167, -0.94372)
C (2.87697, -0.37970, -0.29026)
F (3.73569, -0.97119, -1.17225)
C (-0.86069, 0.54464, -0.46431)
H (-3.01682, 1.72121, 0.16503)
H (-3.41444, 0.87965, 1.48974)
H (-2.32627, -1.42186, 1.80599)
H (0.83550, 0.75067, 0.89127)
H (1.26522, -1.15157, -1.43467)
H (1.53926, 0.56087, -1.70865)
H (3.27701, 0.58612, 0.01672)
H (2.80943, -1.00952, 0.59921)
H (-0.95321, 1.58870, -0.74520)
H (-1.02111, -0.02329, -1.38948)

Results
calculated total energy	-803.78947	hartree
LUMO level	-4.481	eV
total charge	+1
energy relative to the best compared isomer or geometry (same formula, charge and spin)	120.9	kJ/mol
2S+1	1

Density functional theory data (wB97M-V/def2-TZVPD) for the molecule C5H10FN3O2 in a non-equilibrium geometry.

Cartesian coordinates (Å):
H (3.49258, -1.11104, -0.85750)
N (3.32016, -1.33382, 0.12248)
C (2.34193, -0.72489, 0.63002)
N (1.47869, 0.12441, -0.00178)
C (0.61618, 1.04931, 0.70665)
C (-0.39884, 1.71259, -0.23161)
C (-1.76669, 1.01382, -0.34444)
F (-2.40391, 1.11608, 0.87488)
C (-1.74013, -0.41237, -0.80206)
N (-1.42696, -1.39276, -0.02422)
O (-1.11391, -1.41438, 1.15153)
O (-1.47280, -2.64091, -0.66264)
H (2.09199, -0.92502, 1.66486)
H (1.77867, 0.44885, -0.91375)
H (1.22012, 1.83980, 1.17807)
H (0.09678, 0.50597, 1.49951)
H (-0.60955, 2.71572, 0.14020)
H (0.02163, 1.80278, -1.23546)
H (-2.38788, 1.58267, -1.05239)
H (-1.98739, -0.65810, -1.81867)
H (-1.15067, -3.29870, -0.02367)

Results
calculated total energy	-611.00429	hartree
LUMO level	0.656	eV
energy relative to the best compared isomer or geometry (same formula, charge and spin)	0.0	kJ/mol
SMILES	[H]/N=C\NCC[C@H](F)/C=[N+](\[O-])O
2S+1	1

Density functional theory data (wB97M-V/def2-TZVPD) for the molecule C5H10FNO in a non-equilibrium geometry.

Cartesian coordinates (Å):
N (-1.02575, -0.75850, -1.89097)
C (-0.44879, -1.06804, -0.66048)
C (0.54741, -0.14631, 0.01102)
C (0.04653, 1.20056, 0.30007)
C (-1.07376, 1.15001, 1.40796)
F (-1.34130, 2.62662, 1.62542)
C (1.73287, -0.72872, 0.43415)
O (1.65751, 0.00073, -0.83329)
H (-1.44292, -1.52707, -2.30992)
H (-0.13001, -0.57483, -2.51617)
H (0.22957, -1.93623, -0.72420)
H (-1.32031, -1.16709, 0.07533)
H (-0.27858, 1.81866, -0.62712)
H (1.10457, 1.71390, 0.57955)
H (-0.43094, 0.81100, 2.34613)
H (-1.92033, 0.61869, 1.14052)
H (1.94407, -1.80968, 0.21147)
H (2.15016, -0.22370, 1.43053)

Results
calculated total energy	-426.23541	hartree
LUMO level	0.819	eV
energy relative to the best compared isomer or geometry (same formula, charge and spin)	328.0	kJ/mol
SMILES	NC[C@@]1(CCF)CO1
2S+1	1

Density functional theory data (wB97M-V/def2-TZVPD) for a structure of composition C5H10FNO4 in a non-equilibrium geometry.

Cartesian coordinates (Å):
C (1.28838, 0.84968, -1.57361)
C (-1.94127, 1.06212, 0.73670)
C (1.22319, 0.61871, -0.10636)
C (-1.28837, -0.17075, 0.01719)
C (0.17005, -0.37361, 0.30319)
N (0.56259, -1.77482, 0.00804)
O (1.10156, -2.40568, 0.87640)
O (0.37160, -2.20250, -1.08941)
O (2.49835, 0.06257, 0.37589)
O (-2.06282, -1.31227, 0.27402)
F (0.16145, -0.48715, 2.02348)
H (2.23891, 1.44561, -1.87684)
H (0.43369, 1.42442, -1.98998)
H (1.33018, -0.09274, -2.16885)
H (-1.25582, 1.63026, 1.36859)
H (-2.63652, 0.66998, 1.44234)
H (-2.42348, 1.86123, 0.03688)
H (1.21647, 1.49590, 0.46505)
H (-1.42843, -0.10872, -1.10789)
H (2.44410, -0.73840, 0.81602)
H (-2.00383, -1.45383, 1.16914)

Results
calculated total energy	-651.92225	hartree
LUMO level	-0.218	eV
energy relative to the best compared isomer or geometry (same formula, charge and spin)	475.6	kJ/mol
2S+1	1